No. 1
{"formula": "C20H35BClN5O4Pb", "method": "the ωB97M-V functional and the def2-TZVPD basis", "symbols": ["Pb", "Cl", "O", "O", "O", "O", "B", "H", "H", "H", "H", "C", "C", "C", "C", "N", "H", "H", "H", "H", "H", "H", "H", "C", "C", "C", "C", "N", "H", "H", "H", "H", "H", "H", "H", "C", "C", "C", "C", "N", "H", "H", "H", "H", "H", "H", "H", "N", "C", "C", "C", "C", "H", "H", "H", "H", "H", "N", "C", "C", "C", "C", "H", "H", "H", "H", "H"], "coordinates": [[-1.22679, -4.27971, -0.56619], [0.65582, -0.49998, -0.21920], [-0.50809, 0.34623, -0.33425], [1.43213, -0.49092, -1.44522], [1.51513, -0.01166, 0.80422], [0.29397, -1.90650, 0.07147], [0.03254, -5.25367, 1.61054], [-1.10681, -5.31326, 1.79559], [0.43312, -4.19448, 1.79718], [0.55042, -5.95002, 2.34787], [0.37679, -5.47916, 0.52120], [-4.33492, 0.90870, -2.58503], [-2.83025, 1.14465, -2.78468], [-2.10122, -0.01093, -3.43927], [-2.17550, -1.30642, -2.77706], [-2.19762, -2.28222, -2.17406], [-4.85156, 0.60881, -3.50075], [-4.99133, 1.71433, -2.25324], [-4.46789, 0.12047, -1.83970], [-2.31678, 1.45716, -1.87296], [-2.64328, 2.06275, -3.34631], [-1.04208, 0.24285, -3.46445], [-2.58338, -0.20953, -4.40006], [-4.65920, 1.67815, 1.51221], [-3.86010, 0.38266, 1.41433], [-2.62322, 0.27573, 2.31788], [-1.85524, 1.52391, 2.24098], [-1.20928, 2.47357, 2.27505], [-5.17025, 1.66992, 2.47887], [-5.41544, 1.63692, 0.73016], [-3.99887, 2.54237, 1.48312], [-3.56319, 0.41357, 0.36197], [-4.50405, -0.48474, 1.56505], [-1.97676, -0.49948, 1.90336], [-2.80336, 0.13272, 3.38348], [2.21036, -1.35964, 5.58186], [1.96620, -1.35569, 4.08734], [0.47870, -1.68142, 3.77455], [0.02780, -2.92653, 4.41238], [-0.32254, -3.87115, 4.96643], [1.85711, -0.44607, 6.06732], [3.25624, -1.59437, 5.77661], [1.63795, -2.08182, 6.16948], [2.63064, -2.09977, 3.64657], [2.21051, -0.41402, 3.59765], [0.38400, -1.91445, 2.70969], [-0.19641, -0.85099, 3.97642], [4.16035, 1.15134, -1.07669], [4.65984, 0.19560, -0.24216], [6.02818, 0.13237, -0.43409], [6.34491, 1.07439, -1.44948], [5.14597, 1.58178, -1.92125], [3.20640, 1.46332, -1.01896], [3.87433, -0.26262, 0.33850], [6.70788, -0.51499, 0.09508], [7.38223, 1.24812, -1.68676], [4.82672, 2.30067, -2.65991], [0.87012, 1.85333, -3.45003], [1.44549, 2.38101, -4.58535], [0.93682, 3.63314, -4.72009], [0.13840, 3.90046, -3.61870], [0.16340, 2.82357, -2.74464], [0.99652, 0.86938, -3.27077], [2.18930, 1.82485, -5.13130], [1.19858, 4.35120, -5.48204], [-0.33001, 4.86338, -3.47942], [-0.35944, 2.56286, -1.84032]], "lowdin_charge": [1.59, 0.66, -0.35, -0.36, -0.32, -0.49, -0.53, -0.05, -0.05, 0.00, -0.11, -0.09, -0.25, -0.15, -0.17, 0.04, 0.08, 0.07, 0.06, 0.08, 0.11, 0.10, 0.13, -0.10, -0.26, -0.17, -0.26, 0.17, 0.08, 0.07, 0.07, 0.08, 0.11, 0.10, 0.12, -0.12, -0.23, -0.18, -0.25, 0.16, 0.08, 0.07, 0.06, 0.11, 0.10, 0.08, 0.11, 0.00, -0.14, -0.11, -0.12, -0.14, 0.13, 0.09, 0.08, 0.08, 0.10, 0.00, -0.13, -0.14, -0.12, -0.10, 0.10, 0.11, 0.10, 0.09, 0.09], "energy_ev": -55382.3500, "homo_ev": -7.493, "e_lumo_ev": -3.1, "total_charge": 0, "fmax_ha_per_bohr": 0.0494, "molar_mass_da": 663.00}

No. 2
{"formula": "C38H112Cl2N18O6P6", "method": "the ωB97M-V functional and the def2-TZVPD basis", "symbols": ["C", "N", "C", "P", "O", "N", "C", "C", "N", "C", "C", "H", "H", "H", "H", "H", "H", "H", "H", "H", "H", "H", "H", "H", "H", "H", "H", "H", "H", "C", "N", "C", "P", "O", "N", "C", "C", "N", "C", "C", "H", "H", "H", "H", "H", "H", "H", "H", "H", "H", "H", "H", "H", "H", "H", "H", "H", "H", "C", "N", "C", "P", "O", "N", "C", "C", "N", "C", "C", "H", "H", "H", "H", "H", "H", "H", "H", "H", "H", "H", "H", "H", "H", "H", "H", "H", "H", "C", "N", "C", "P", "O", "N", "C", "C", "N", "C", "C", "H", "H", "H", "H", "H", "H", "H", "H", "H", "H", "H", "H", "H", "H", "H", "H", "H", "H", "C", "N", "C", "P", "O", "N", "C", "C", "N", "C", "C", "H", "H", "H", "H", "H", "H", "H", "H", "H", "H", "H", "H", "H", "H", "H", "H", "H", "H", "C", "N", "C", "P", "O", "N", "C", "C", "N", "C", "C", "H", "H", "H", "H", "H", "H", "H", "H", "H", "H", "H", "H", "H", "H", "H", "H", "H", "H", "Cl", "C", "C", "Cl", "H", "H", "H", "H"], "coordinates": [[10.94368, 20.90755, 12.57913], [12.11183, 21.71865, 12.81535], [12.13402, 22.55314, 14.04933], [13.09628, 22.04707, 11.56469], [14.20043, 22.93026, 12.04110], [13.77336, 20.60695, 11.01602], [15.17019, 20.23408, 11.20606], [13.10218, 19.73357, 10.08462], [12.10637, 22.48023, 10.26381], [12.82412, 22.77124, 9.05253], [10.96294, 23.33999, 10.45109], [10.95097, 20.55477, 11.51449], [10.07413, 21.53016, 12.86609], [10.97828, 20.03010, 13.23542], [12.98454, 23.13808, 14.08592], [12.07444, 21.89692, 14.87381], [11.39928, 23.31676, 13.94535], [15.84936, 20.49947, 10.36757], [15.55042, 20.80143, 12.05389], [15.18298, 19.17034, 11.36188], [13.82419, 18.84909, 9.93388], [12.21372, 19.24636, 10.42248], [12.92542, 20.22666, 9.11919], [12.68905, 23.84068, 8.84534], [13.88778, 22.55379, 8.98653], [12.34946, 22.25612, 8.23562], [10.57176, 23.02450, 11.36569], [10.26341, 23.28840, 9.59854], [11.25230, 24.39448, 10.53717], [11.04827, 12.01729, 9.96329], [9.90793, 12.81239, 10.22397], [8.69542, 12.03191, 10.10839], [9.88078, 14.41342, 9.96747], [8.59884, 15.00402, 10.36100], [11.29663, 14.85014, 10.77248], [11.94103, 16.11502, 10.49293], [11.43991, 14.55001, 12.18937], [10.35236, 14.73375, 8.41849], [9.32568, 15.30331, 7.59574], [11.54785, 14.36071, 7.64941], [11.21416, 11.21618, 10.66498], [11.88009, 12.66884, 10.02538], [10.94936, 11.44141, 9.05123], [8.62589, 11.55483, 9.12913], [7.82543, 12.61024, 10.29679], [8.78939, 11.24334, 10.86940], [11.53119, 16.96415, 11.13404], [12.98411, 15.97898, 10.62015], [11.69170, 16.38516, 9.48480], [11.04695, 15.34732, 12.89733], [10.89424, 13.60432, 12.24069], [12.41353, 14.42357, 12.54096], [8.51282, 15.70388, 8.13223], [9.76986, 16.12236, 7.03778], [9.00273, 14.63596, 6.81405], [12.37782, 13.95450, 8.19429], [11.81179, 15.16205, 6.99083], [11.32584, 13.65403, 6.78028], [13.81256, 15.22010, 18.31497], [12.31799, 15.15863, 18.16888], [11.71398, 16.50775, 18.29105], [11.76278, 14.26328, 16.93421], [12.33074, 14.70336, 15.60246], [12.24569, 12.73228, 17.34113], [12.35368, 12.21159, 18.65565], [11.67843, 11.76650, 16.39786], [10.07302, 14.41873, 16.77442], [9.58374, 14.87084, 15.53543], [9.15285, 14.07716, 17.85864], [13.93286, 15.36164, 19.38347], [14.25148, 16.04641, 17.73783], [14.26199, 14.28587, 17.96230], [11.83095, 17.07067, 17.35334], [12.21339, 17.05744, 19.04679], [10.68314, 16.48305, 18.55558], [12.68417, 13.00754, 19.31938], [11.46023, 11.90379, 19.13475], [13.05455, 11.37359, 18.59607], [12.07354, 10.75044, 16.53985], [10.56261, 11.78464, 16.49938], [11.89246, 12.10258, 15.34263], [9.88909, 15.91981, 15.31773], [10.01117, 14.29637, 14.76230], [8.45418, 14.76372, 15.55242], [9.71449, 13.75646, 18.77853], [8.51409, 13.22545, 17.52561], [8.50203, 14.90886, 18.19779], [16.00261, 13.63493, 15.13736], [15.58752, 13.31082, 13.78911], [14.35317, 12.55935, 13.89430], [16.12807, 14.14439, 12.46704], [15.56950, 15.51788, 12.27003], [17.74833, 14.10333, 12.68326], [18.51448, 12.97059, 13.18421], [18.54976, 15.08782, 11.96805], [15.66264, 13.15009, 11.21605], [15.24935, 13.68407, 9.96296], [16.37734, 11.86098, 11.09778], [16.24150, 12.70127, 15.65184], [15.26178, 14.21199, 15.65563], [16.92189, 14.25517, 15.02455], [14.52820, 11.53310, 14.13314], [13.78525, 12.67197, 12.96605], [13.76667, 13.08900, 14.65881], [19.00005, 12.40278, 12.39909], [19.28770, 13.41407, 13.84742], [17.83578, 12.35633, 13.81244], [19.01869, 15.81909, 12.64388], [19.35077, 14.64050, 11.45910], [17.80866, 15.75456, 11.37808], [14.86357, 14.70618, 10.07618], [16.02759, 13.71061, 9.24462], [14.37508, 13.15124, 9.56473], [15.75277, 11.21135, 10.55580], [16.62622, 11.46638, 12.07693], [17.30526, 12.04396, 10.47529], [17.68724, 26.51905, 16.43511], [17.77242, 25.12718, 16.09529], [18.69498, 24.39534, 16.89135], [16.29504, 24.43870, 15.65200], [15.24707, 24.53866, 16.70684], [15.77191, 25.22815, 14.26833], [14.53161, 25.97862, 14.14776], [16.58114, 25.38124, 13.07738], [16.63144, 22.90614, 15.30318], [15.78522, 21.86674, 15.85438], [17.70975, 22.54827, 14.38373], [18.62410, 26.99049, 16.21196], [17.53754, 26.65652, 17.53432], [16.85481, 26.95779, 15.92598], [19.66480, 24.73290, 16.56533], [18.52823, 23.34180, 16.83200], [18.53678, 24.80911, 17.92293], [14.75744, 27.04472, 14.26387], [13.98510, 25.76519, 13.24667], [14.02253, 25.64238, 15.09225], [16.93596, 26.43377, 12.93752], [17.41537, 24.67208, 13.06333], [15.85294, 25.14595, 12.24836], [14.90188, 22.27233, 16.41543], [15.38455, 21.15961, 15.08846], [16.43140, 21.31012, 16.54275], [17.25776, 22.06938, 13.57597], [18.29728, 21.77268, 14.85040], [18.35806, 23.36728, 14.12831], [20.31703, 18.08979, 17.68930], [20.42553, 17.85971, 16.25097], [20.60252, 16.45498, 15.98706], [20.09911, 19.03705, 15.16473], [19.73533, 20.27814, 15.85484], [21.50625, 19.22578, 14.23448], [22.51581, 20.12861, 14.78662], [22.06759, 18.15808, 13.27743], [19.17356, 18.23555, 13.96155], [17.98221, 17.51261, 14.50072], [18.75435, 19.14373, 12.92179], [19.73139, 17.35999, 18.22535], [19.87567, 19.02526, 17.86124], [21.30744, 18.16330, 18.13479], [21.45373, 16.07440, 16.57762], [20.70441, 16.23817, 14.94818], [19.71552, 15.93128, 16.38889], [23.10137, 19.65713, 15.57879], [23.14359, 20.37448, 13.93734], [21.98124, 21.09669, 15.03240], [22.64100, 18.76569, 12.52364], [22.73817, 17.48889, 13.83789], [21.33721, 17.48579, 12.78556], [17.90088, 17.42118, 15.55603], [17.04257, 18.08017, 14.23432], [17.92004, 16.54615, 14.04974], [18.47458, 18.59846, 12.00840], [19.63814, 19.72285, 12.67401], [18.04795, 19.90780, 13.28924], [14.96985, 18.13280, 16.50332], [14.37108, 17.06213, 15.20234], [13.29460, 17.75060, 14.35626], [11.87465, 18.26268, 15.19805], [13.89528, 16.26360, 15.68557], [15.13762, 16.68423, 14.61658], [12.92998, 17.01257, 13.66160], [13.63467, 18.59014, 13.83132]], "lowdin_charge": [-0.12, -0.30, -0.04, 0.52, -0.29, -0.29, -0.11, -0.12, -0.31, -0.14, -0.10, 0.08, 0.09, 0.04, 0.03, 0.07, 0.08, 0.09, 0.06, 0.06, 0.10, 0.04, 0.07, 0.09, 0.09, 0.07, 0.03, 0.10, 0.09, -0.14, -0.32, -0.09, 0.49, -0.26, -0.29, -0.11, -0.10, -0.29, -0.12, -0.09, 0.08, 0.04, 0.09, 0.08, 0.07, 0.09, 0.10, 0.06, 0.06, 0.10, 0.08, 0.04, 0.06, 0.08, 0.08, 0.05, 0.06, 0.10, -0.08, -0.29, -0.09, 0.53, -0.31, -0.30, -0.13, -0.11, -0.32, -0.13, -0.11, 0.09, 0.02, 0.07, 0.01, 0.07, 0.06, 0.07, 0.07, 0.09, 0.09, 0.09, 0.08, 0.07, 0.04, 0.11, 0.08, 0.08, 0.08, -0.10, -0.30, -0.10, 0.50, -0.30, -0.31, -0.11, -0.10, -0.30, -0.13, -0.08, 0.09, 0.05, 0.09, 0.08, 0.07, 0.05, 0.08, 0.09, 0.08, 0.05, 0.06, 0.11, 0.07, 0.07, 0.07, 0.06, 0.07, 0.10, -0.12, -0.32, -0.11, 0.50, -0.31, -0.32, -0.12, -0.12, -0.30, -0.10, -0.09, 0.07, 0.10, 0.07, 0.08, 0.07, 0.10, 0.07, 0.07, 0.08, 0.09, 0.05, 0.08, 0.09, 0.08, 0.08, 0.05, 0.04, 0.07, -0.10, -0.30, -0.12, 0.52, -0.27, -0.32, -0.12, -0.08, -0.28, -0.11, -0.13, 0.08, 0.05, 0.09, 0.09, 0.05, 0.08, 0.08, 0.06, 0.10, 0.09, 0.07, 0.06, 0.05, 0.09, 0.03, 0.09, 0.07, 0.07, 0.60, -0.59, -0.63, 0.66, -0.01, 0.02, 0.05, 0.04], "energy_ev": -161113.8996, "smiles": "CN(C)P(=O)(N(C)C)N(C)C.CN(C)P(=O)(N(C)C)N(C)C.CN(C)P(=O)(N(C)C)N(C)C.CN(C)P(=O)(N(C)C)N(C)C.CN(C)P(=O)(N(C)C)N(C)C.CN(C)P(=O)(N(C)C)N(C)C.ClCCCl", "homo_ev": -7.522, "e_lumo_ev": 0.4, "de_lowest_kcal_mol": 55.58, "total_charge": 0, "fmax_ha_per_bohr": 0.0728, "molar_mass_da": 1174.18}

Computed gap between HOMO and LUMO, in the same sequence as the records: 4.35, 7.91 eV.